Entry 1:
C24H16CsN8 as an isolated structure. Source: the OMol25 dataset; level of theory: ωB97M-V with the def2-TZVPD basis set.

CARTESIAN COORDINATES (ANGSTROEM)
Cs  1.634  0.720  -1.072
C  -1.567  -1.511  -4.278
C  -0.551  -0.866  -3.591
N  -0.611  -0.670  -2.279
C  -1.685  -1.114  -1.627
C  -2.699  -1.761  -2.338
N  -2.643  -1.958  -3.648
C  -1.771  -0.902  -0.135
C  -2.885  -1.368  0.551
C  -2.972  -1.189  1.922
C  -1.925  -0.541  2.556
C  -0.839  -0.096  1.810
N  -0.759  -0.273  0.483
C  0.291  0.617  2.513
C  0.266  0.860  3.889
N  1.251  1.478  4.526
C  2.286  1.869  3.798
C  2.329  1.640  2.431
N  1.340  1.020  1.797
C  -4.144  -1.678  2.685
C  -5.432  -1.546  2.185
C  -6.496  -2.019  2.940
N  -6.358  -2.604  4.126
C  -5.121  -2.729  4.596
C  -3.991  -2.286  3.925
H  -1.503  -1.663  -5.348
H  0.326  -0.502  -4.116
H  -3.585  -2.134  -1.846
H  -3.682  -1.884  0.042
H  -1.978  -0.380  3.620
H  -0.569  0.553  4.501
H  3.101  2.375  4.300
H  3.180  1.964  1.842
H  -5.637  -1.064  1.237
H  -7.508  -1.910  2.568
H  -5.015  -3.217  5.559
H  -3.018  -2.446  4.372
N  8.494  3.289  -5.473
C  7.572  2.947  -4.881
C  6.416  2.517  -4.139
C  6.281  1.189  -3.755
C  5.149  0.832  -3.043
N  4.183  1.687  -2.705
C  4.332  2.958  -3.083
C  5.422  3.426  -3.797
H  7.034  0.456  -4.003
H  5.020  -0.199  -2.732
H  3.542  3.646  -2.805
H  5.494  4.466  -4.079

Highest occupied orbital energy = -12.01 eV
Net charge = +1
Kohn-Sham gap = 8.6 eV
Total energy = -37611.375 eV

***

Entry 2:
C24H16F6N6O6S2Tc as an isolated structure. Source: the OMol25 dataset; level of theory: ωB97M-V with the def2-TZVPD basis set.

CARTESIAN COORDINATES (ANGSTROEM)
Tc  -1.006  -2.162  1.622
C  1.181  4.484  -7.039
O  1.343  5.388  -5.929
C  1.649  4.937  -4.740
C  1.831  3.564  -4.433
C  2.151  3.197  -3.159
C  2.294  4.188  -2.153
C  2.162  5.564  -2.476
C  1.816  5.926  -3.738
N  2.718  3.867  -0.911
N  2.637  2.920  -0.162
C  1.542  2.065  -0.020
C  0.278  2.342  -0.516
C  -0.807  1.493  -0.293
C  -0.620  0.351  0.459
O  -1.566  -0.538  0.727
C  0.668  0.075  0.995
N  0.752  -1.085  1.714
C  1.911  -1.445  2.227
C  3.058  -0.645  2.078
C  2.994  0.522  1.368
C  1.764  0.908  0.786
H  0.940  5.114  -7.886
H  0.364  3.791  -6.843
H  2.111  3.949  -7.225
H  1.731  2.812  -5.201
H  2.313  2.156  -2.913
H  2.329  6.304  -1.705
H  1.685  6.962  -4.018
H  0.116  3.251  -1.082
H  -1.786  1.721  -0.689
H  1.944  -2.386  2.763
H  3.983  -0.975  2.528
H  3.868  1.146  1.244
F  -1.850  -6.778  -0.046
C  -0.988  -6.408  0.862
F  0.242  -6.707  0.537
F  -1.301  -6.887  2.047
S  -1.104  -4.533  1.047
O  -2.492  -4.096  1.178
O  -0.385  -4.126  2.293
N  -0.341  -3.645  -0.018
S  -0.334  -3.819  -1.653
O  -0.160  -5.194  -1.966
O  0.493  -2.774  -2.145
C  -2.061  -3.382  -2.146
F  -2.409  -2.235  -1.555
F  -2.893  -4.337  -1.759
F  -2.106  -3.240  -3.454
N  -3.982  -0.005  8.070
C  -3.506  -0.334  7.079
C  -2.907  -0.735  5.837
C  -1.531  -0.628  5.655
C  -0.993  -1.014  4.449
N  -1.746  -1.497  3.447
C  -3.073  -1.608  3.630
C  -3.692  -1.235  4.802
H  -0.894  -0.250  6.442
H  0.070  -0.943  4.269
H  -3.645  -2.016  2.805
H  -4.762  -1.338  4.912

Highest occupied orbital energy (alpha / beta) = -13.59 / -14.52 eV
Spin multiplicity = 4
Net charge = +2
Kohn-Sham gap (alpha / beta) = 6.5 / 6.5 eV
Total energy = -86528.055 eV
<S²> = 3.798

***

Among the records above, which one has the lowest total energy?
C24H16F6N6O6S2Tc

***

The highest total energy belongs to which entry?
C24H16CsN8